1.
A structure of composition C38H51BrNP3Re at a distorted geometry, computed with the ωB97M-V functional and the def2-TZVPD basis.

XYZ file:
```
95
Properties=species:S:1:pos:R:3:forces:R:3
C 2.52188 -6.38600 0.05037 -0.3 0.6 -0.5
C 2.10237 -5.23389 -0.64654 0.9 -1.1 -0.5
C 2.42870 -5.20644 -2.03271 -0.3 -0.2 0.9
C 2.96903 -6.33847 -2.63982 0.5 -0.4 -2.0
N 3.27996 -7.43742 -1.96875 -1.8 3.4 2.3
C 3.07577 -7.46132 -0.65920 0.6 -1.9 0.5
C 1.46593 -4.06889 -0.04107 0.8 0.2 -1.4
C 1.42437 -2.83528 -0.40283 0.6 -1.6 -0.1
C 1.89766 -1.58763 -0.96787 1.2 0.3 -0.6
C 0.88688 -0.84624 -1.66881 -0.4 0.0 -2.1
C 0.57873 0.40266 -1.06225 0.8 1.9 0.9
C 1.68329 1.35671 -0.66698 0.0 -1.8 2.1
C 2.71635 0.63526 -0.13683 0.0 2.1 -0.7
C 2.51902 -0.79607 0.03877 0.4 -0.6 0.5
Re 0.32553 -1.29067 0.26806 -4.1 2.2 3.3
P -2.19059 0.01345 0.23142 -1.3 0.3 0.3
H 2.28838 -4.30162 -2.62239 -0.1 -0.5 -0.1
H 2.46459 -6.43020 1.13493 -0.1 -0.4 -0.2
H 3.15476 -6.36686 -3.70954 0.0 0.2 -0.1
H 3.35624 -8.38333 -0.15454 0.0 0.1 0.2
H 3.16820 -1.37076 0.68692 0.1 0.4 0.3
H 0.57503 -1.15508 -2.66433 -1.0 -0.4 0.6
H 3.62352 1.13170 0.19417 -0.1 -0.3 0.3
H -0.37086 0.89612 -1.16775 0.0 -0.3 -0.8
C -2.34343 1.85729 0.53865 1.0 0.1 0.4
C -3.37666 2.68460 -0.23750 -0.2 -0.1 -0.4
H -1.33016 2.23873 0.33660 -0.3 0.2 0.2
H -2.49389 2.00306 1.61688 0.1 -0.2 -0.3
H -3.44605 3.69914 0.18328 0.2 -0.4 0.0
H -3.09822 2.80556 -1.29281 -0.2 -0.1 0.2
H -4.38810 2.26189 -0.18907 0.3 0.1 -0.1
C -2.93569 -0.03122 -1.46197 0.6 -0.1 0.1
C -2.86742 -1.39472 -2.10301 -0.2 -0.4 -0.5
H -2.38504 0.70516 -2.06770 -0.2 -0.1 0.2
H -3.97278 0.33560 -1.40872 0.4 -0.1 0.2
H -3.26811 -1.33302 -3.12075 0.1 -0.2 0.2
H -1.83789 -1.76497 -2.17728 -0.1 0.0 0.0
H -3.46358 -2.13419 -1.56052 0.1 0.0 -0.1
C -3.47424 -0.68764 1.38298 0.5 -0.6 -0.2
C -4.91376 -0.25315 1.05557 -0.1 0.1 0.0
H -3.18664 -0.38038 2.40565 -0.1 -0.2 -0.6
H -3.36122 -1.78657 1.33169 -0.2 0.4 0.1
H -5.59650 -0.72827 1.78010 0.3 0.2 -0.3
H -5.02711 0.84289 1.14182 0.0 -0.6 0.0
H -5.22053 -0.57603 0.04350 0.1 0.2 0.6
Br 1.27665 3.18241 -0.10834 0.3 -1.5 -0.2
P 1.10636 2.51577 -4.06953 1.0 -0.2 1.4
C -0.53554 2.13363 -3.33262 0.0 0.2 -0.5
C -1.73631 2.91095 -3.87218 -0.3 0.5 -0.2
H -0.37845 2.39277 -2.27940 -0.1 0.0 -0.1
H -0.64857 1.04479 -3.44093 0.0 0.3 -0.1
H -2.68875 2.44760 -3.58516 0.3 0.0 0.0
H -1.73622 3.92675 -3.45731 0.0 -0.2 -0.2
H -1.75187 2.99402 -4.96539 0.1 -0.1 0.2
C 2.14556 3.60825 -3.01801 -0.5 1.1 -0.3
C 3.23482 4.40017 -3.74788 0.1 0.1 -0.4
H 2.61002 2.96131 -2.25949 -0.3 0.1 -0.5
H 1.45591 4.31271 -2.52853 0.3 -0.2 -0.2
H 3.70547 5.12053 -3.05691 -0.2 -0.4 -0.3
H 4.01619 3.72879 -4.13643 -0.2 0.3 0.0
H 2.77895 4.96156 -4.57572 0.4 -0.1 0.2
C 2.13536 1.01253 -4.07174 -0.2 -0.1 -0.4
C 2.47773 0.63627 -5.50521 0.1 -0.3 -0.3
H 1.54738 0.22725 -3.59544 0.2 0.1 -0.2
H 3.03005 1.20736 -3.46674 -0.2 0.0 -0.2
H 3.06315 -0.28375 -5.53356 0.1 0.1 0.0
H 1.56038 0.45666 -6.07051 0.1 0.0 -0.1
H 3.04047 1.43620 -5.99111 0.0 -0.2 -0.1
C 2.14315 0.68387 2.84805 0.3 -0.1 -0.7
P 0.46735 0.06979 2.41316 0.8 0.9 2.1
C 0.25781 -1.18565 3.72658 0.0 0.0 -0.7
C -0.04339 -2.48502 3.32385 -0.1 0.2 0.8
C -0.28838 -3.45695 4.29970 0.0 -0.2 -0.1
C -0.18547 -3.12887 5.66064 0.0 0.2 -0.3
C 0.16711 -1.82790 6.05109 0.0 0.1 -0.3
C 0.39064 -0.84370 5.08268 -0.1 -0.3 0.1
C -0.46969 1.47816 3.17209 -0.6 0.1 0.0
C 0.08400 2.76864 3.26386 0.1 -0.1 -0.1
C -0.58002 3.78626 3.95248 -0.1 0.0 -0.1
C -1.84228 3.56294 4.51031 0.0 -0.1 -0.4
C -2.40913 2.28815 4.41766 0.1 -0.2 0.0
C -1.69910 1.24007 3.82402 0.0 0.1 -0.2
H 2.88418 -0.10481 2.64692 -0.2 0.3 0.2
H 2.14418 0.94553 3.91842 0.0 -0.1 -0.5
H 2.37611 1.57297 2.24304 0.1 -0.3 0.4
H -0.08716 -2.71510 2.23718 -0.2 -0.2 0.3
H -0.55930 -4.47123 4.00356 0.1 0.3 0.1
H -0.37825 -3.88533 6.42556 0.1 0.2 -0.3
H 0.25845 -1.56688 7.10972 0.0 -0.2 -0.4
H 0.65217 0.17736 5.39154 -0.2 -0.5 -0.2
H 1.06468 2.98526 2.83411 -0.5 0.0 0.2
H -0.11038 4.76972 4.03201 -0.2 -0.3 0.0
H -2.39370 4.37944 4.98406 0.3 -0.3 -0.1
H -3.40943 2.10088 4.81544 0.4 0.0 0.1
H -2.10058 0.22438 3.89053 0.1 0.4 -0.1
```
Positions in Å, forces in eV/Å.

Results
highest occupied orbital energy (alpha / beta)	-18.18 / -18.17	eV
<S²>	3.90
LUMO (alpha / beta)	-12.98 / -14.42	eV
total charge	+4
multiplicity	4
gap between HOMO and LUMO (alpha / beta)	5.2 / 3.8	eV

Atom charges from the Mulliken analysis, given in e for atoms 1 to 2: C -0.252; C 0.348


2.
A structure of composition C38H51BrNP3Ti at a distorted geometry, computed with the ωB97M-V functional and the def2-TZVPD basis.

XYZ file:
```
95
Properties=species:S:1:pos:R:3:forces:R:3
C -0.38910 6.03257 -3.95430 -0.3 -0.4 -0.2
C -0.70306 4.70704 -4.30607 1.1 0.7 -0.9
C -0.95102 4.50068 -5.68310 0.1 0.2 0.3
C -0.97400 5.57256 -6.56774 0.3 0.8 0.1
N -0.73246 6.84485 -6.20656 -0.2 -0.8 0.7
C -0.45411 7.04353 -4.90827 -0.2 0.1 -1.0
C -0.76930 3.54658 -3.40312 -2.6 0.0 -1.1
C -1.56559 2.65131 -3.07995 2.0 1.6 -1.3
C -2.13457 1.64763 -2.32618 -0.5 -1.2 2.4
C -1.04589 0.94855 -1.56776 -3.6 3.6 0.3
C -1.24539 0.98922 -0.10346 3.4 0.4 -2.3
C -2.57101 0.72962 0.36264 -2.0 -1.5 -1.8
C -3.63278 0.97273 -0.55596 -0.6 0.0 0.3
C -3.46356 1.58620 -1.83326 1.5 0.4 -0.5
Ti 0.04916 -0.59857 -1.13273 -0.3 -3.1 0.8
P 2.09243 -1.39418 0.17711 -0.6 0.4 0.7
H -1.08262 3.51714 -6.08799 -0.2 -0.4 0.0
H -0.11165 6.32996 -2.96942 0.0 -0.1 0.7
H -1.18357 5.45875 -7.63507 0.1 -0.3 0.4
H -0.28624 8.09653 -4.66835 0.1 -0.4 0.3
H -4.26981 2.07367 -2.44328 0.8 -0.6 1.0
H -0.03035 1.01635 -2.09485 -0.4 1.1 0.4
H -4.69072 0.75427 -0.25176 1.3 0.1 -0.1
H -0.21941 1.39548 0.27934 -2.7 -1.2 0.3
C 1.90453 -2.80946 1.38253 -0.6 0.9 -0.3
C 2.71806 -3.98857 0.97348 0.4 -1.0 0.5
H 0.85006 -3.08296 1.53935 0.2 0.2 -0.3
H 2.20113 -2.39089 2.35355 0.2 0.0 -0.2
H 2.64275 -4.72191 1.77571 0.2 -0.2 0.0
H 2.35091 -4.48694 0.07995 0.0 0.1 -0.2
H 3.77052 -3.74050 0.84885 0.0 -0.1 -0.1
C 2.79267 -1.83690 -1.50367 1.3 -1.4 2.8
C 3.08835 -0.58652 -2.24746 0.1 0.5 -1.0
H 2.11888 -2.47948 -2.03042 0.0 -0.5 -0.3
H 3.71140 -2.43502 -1.19105 -1.1 0.6 -1.1
H 3.10340 -0.85492 -3.28664 0.3 0.0 -0.7
H 2.30023 0.18679 -2.21415 0.1 0.1 0.4
H 4.04274 -0.11906 -2.02555 -0.1 0.1 0.3
C 3.42918 -0.43052 0.92775 0.3 0.2 -0.2
C 4.78941 -1.13920 0.83115 0.4 0.3 0.3
H 3.16862 -0.26510 1.98149 -0.1 0.0 -0.3
H 3.42062 0.54991 0.43261 0.2 -0.2 0.2
H 5.56581 -0.41243 1.08430 0.0 -0.1 -0.1
H 4.88051 -1.93754 1.57515 -0.1 0.1 -0.2
H 5.02744 -1.55487 -0.15952 -0.1 0.3 0.4
Br -3.29998 -0.88043 1.53692 1.2 2.7 -0.3
P -1.77135 -2.42262 -1.08552 1.1 -0.5 -1.6
C -0.15952 -3.44113 -1.37972 -1.1 0.5 -0.2
C 0.10858 -4.81501 -1.99538 0.1 0.8 -0.2
H 0.30866 -3.55477 -0.39055 -0.1 0.9 -0.3
H 0.34057 -2.69903 -2.06913 0.0 -0.5 0.6
H 1.18820 -4.81496 -2.13681 0.1 -0.3 -0.3
H -0.08126 -5.60034 -1.28477 -0.5 -0.4 0.1
H -0.39054 -4.93849 -2.94187 -0.1 -0.4 -0.2
C -3.09495 -3.38420 -0.35057 -1.2 -0.2 1.0
C -4.26429 -4.15683 -0.96452 0.4 -0.1 0.0
H -3.67476 -2.60741 0.16927 0.8 -0.5 0.1
H -2.63808 -4.05478 0.39860 0.2 0.6 -0.1
H -4.91807 -4.38080 -0.10410 0.2 -0.1 -0.5
H -4.81099 -3.49370 -1.61435 -0.3 -0.1 -0.5
H -3.96796 -5.08261 -1.44509 -0.2 0.0 -0.2
C -2.23393 -1.50831 -2.70774 0.6 -1.1 0.6
C -2.55394 -2.07694 -4.07315 0.2 0.3 0.5
H -1.33961 -0.89080 -2.93914 -0.1 0.2 0.3
H -3.05892 -0.85289 -2.43895 0.3 0.2 0.4
H -2.84434 -1.20465 -4.63836 -0.3 0.1 -0.5
H -1.67142 -2.46045 -4.54619 0.3 -0.6 -0.3
H -3.36293 -2.77453 -4.02784 -0.4 -0.6 -0.2
C -1.96631 1.65628 3.10992 -0.8 -0.6 0.1
P -0.44033 0.83170 2.50667 1.1 -0.3 2.2
C 0.63070 2.25882 2.99900 -0.3 0.0 -0.6
C 1.36217 2.96390 2.02759 0.0 -0.2 1.1
C 2.06045 4.10610 2.43585 0.0 0.1 -0.1
C 1.96444 4.57138 3.75197 -0.1 -0.1 -0.3
C 1.19508 3.88152 4.69147 -0.1 -0.2 -0.1
C 0.54019 2.71307 4.32531 0.4 0.4 -0.3
C 0.02665 -0.27209 3.90319 -0.3 -0.2 -0.2
C -0.92828 -1.09147 4.52209 0.5 0.0 0.5
C -0.59927 -1.67785 5.75906 0.1 -0.1 -0.2
C 0.68224 -1.48964 6.30644 -0.4 -0.1 0.1
C 1.67020 -0.80420 5.59746 -0.2 -0.3 -0.1
C 1.34801 -0.24050 4.37058 -0.4 -0.1 0.3
H -2.18408 2.45654 2.40938 0.0 0.3 0.0
H -1.88186 2.06613 4.11258 0.1 0.0 0.0
H -2.81843 0.96578 3.06575 0.3 0.4 0.3
H 1.39994 2.60665 0.99003 0.1 0.2 0.4
H 2.67257 4.63754 1.70759 -0.2 0.0 0.2
H 2.46719 5.49034 4.04255 0.0 -0.2 -0.1
H 1.08306 4.23579 5.71193 0.2 0.1 -0.2
H -0.04680 2.17505 5.07626 0.3 0.1 -0.4
H -1.90151 -1.25643 4.03896 0.4 0.3 0.5
H -1.34290 -2.27904 6.30485 0.4 0.4 -0.3
H 0.90584 -1.89228 7.29610 -0.1 0.1 -0.3
H 2.67410 -0.69001 5.99899 -0.2 -0.1 0.0
H 2.10517 0.28622 3.80006 -0.1 0.2 0.2
```
Positions in Å, forces in eV/Å.

Results
highest occupied orbital energy (alpha / beta)	-12.44 / -12.43	eV
<S²>	2.05
LUMO (alpha / beta)	-7.09 / -7.54	eV
total charge	+2
multiplicity	3
gap between HOMO and LUMO (alpha / beta)	5.4 / 4.9	eV

Atom charges from the Mulliken analysis, given in e for atoms 1 to 2: C -0.361; C 0.327


3.
A structure of composition C38H51GeN7OTcTe at a distorted geometry, computed with the ωB97M-V functional and the def2-TZVPD basis.

XYZ file:
```
100
Properties=species:S:1:pos:R:3:forces:R:3
Tc 0.67520 -0.43359 0.40901 -1.8 -0.4 1.5
N 0.45923 1.75600 0.33815 0.4 0.1 -0.8
C 1.40544 2.34782 -0.69310 -0.1 -0.2 0.2
C 1.76076 1.31880 -1.75669 0.2 -0.3 0.4
N 2.23562 0.04546 -1.11946 0.6 0.2 -0.9
C 3.58300 0.19946 -0.47860 -0.4 -0.1 0.0
C 3.48094 0.41344 1.02747 -0.2 -0.2 0.0
N 2.44593 -0.49942 1.61347 0.3 0.2 -0.4
C 2.19422 -1.11735 -2.07238 0.0 0.3 0.5
C 2.19228 -2.42549 -1.29586 -0.3 0.1 0.3
N 1.02488 -2.45595 -0.33796 0.5 0.2 -0.7
H -0.50120 1.87342 0.01386 0.0 0.1 0.1
H 0.53121 2.29906 1.18970 0.0 0.0 0.2
H 2.29751 2.69204 -0.17626 0.0 0.0 0.1
H 0.96460 3.21628 -1.17604 -0.1 0.1 0.0
H 2.50168 1.72162 -2.45084 0.1 0.0 0.1
H 0.86970 1.09213 -2.33219 -0.1 -0.1 -0.1
H 4.12860 1.02966 -0.92843 0.0 0.0 -0.1
H 4.16628 -0.69755 -0.67504 0.0 -0.1 0.0
H 3.18839 1.42940 1.27422 0.0 0.1 0.0
H 4.45787 0.23601 1.47382 0.0 0.0 0.1
H 2.27630 -0.23305 2.57798 -0.1 0.0 0.1
H 2.83139 -1.43813 1.66087 0.0 -0.1 0.0
H 3.01101 -1.08608 -2.79557 0.1 0.0 0.0
H 1.26309 -1.04528 -2.63711 0.0 0.1 -0.1
H 3.10135 -2.52264 -0.70593 0.0 -0.1 0.0
H 2.17117 -3.26444 -1.98770 -0.1 -0.1 0.0
H 1.16307 -3.18105 0.36461 0.0 0.0 0.1
H 0.19369 -2.75629 -0.84202 -0.1 0.0 0.0
C -1.37684 0.34360 -8.77571 -0.1 0.0 0.1
C -1.48898 0.18619 -7.28304 0.0 0.0 -0.2
C -1.04389 -0.96131 -6.64475 0.1 -0.1 0.0
C -1.14178 -1.12833 -5.26732 0.0 -0.2 0.0
C -0.56722 -2.39598 -4.66591 -0.1 0.2 -0.1
C -1.71718 -0.08455 -4.52884 0.1 0.1 0.1
Te -1.77397 -0.39791 -2.45921 -0.3 0.1 0.6
C -2.15655 1.11197 -5.12614 0.1 0.0 0.0
C -2.74914 2.27731 -4.37319 0.1 -0.2 0.0
C -2.04050 1.20302 -6.50354 -0.1 0.1 0.0
H -0.70981 -0.40080 -9.20779 0.0 0.0 0.0
H -1.00979 1.33646 -9.03798 0.0 0.0 0.0
H -2.35795 0.22623 -9.24324 0.0 0.0 0.0
H -0.59346 -1.75833 -7.23085 -0.1 0.1 0.0
H -0.79802 -3.25878 -5.28972 0.0 0.0 0.0
H -0.96308 -2.61177 -3.66950 0.0 0.0 0.0
H 0.52264 -2.33041 -4.59912 0.0 0.0 0.0
H -2.18227 2.49367 -3.46252 0.0 0.0 0.0
H -3.78256 2.07785 -4.09135 0.0 0.0 0.0
H -2.74057 3.16963 -4.99568 0.0 0.0 0.0
H -2.39132 2.10902 -6.99040 0.1 -0.1 0.0
C -6.60471 2.37756 1.21666 0.2 -0.1 -0.1
N -5.44479 1.80924 0.51888 -0.3 0.1 0.0
C -5.42382 1.44778 -0.88323 0.0 0.0 -0.1
C -4.01911 0.91551 -0.98420 0.1 -0.1 -0.5
O -3.61133 0.45867 -2.12026 0.1 0.0 0.3
N -3.35969 0.97854 0.13792 -0.1 0.0 0.0
C -4.27361 1.49671 1.03813 0.2 0.1 0.2
N -3.94775 1.68829 2.30542 -0.2 -0.1 -0.1
H -7.23940 2.87598 0.48919 0.0 0.0 0.0
H -6.27865 3.12356 1.94090 0.0 0.0 0.0
H -7.17914 1.59879 1.71679 0.0 0.0 0.0
H -5.57543 2.30685 -1.53991 0.0 0.0 0.0
H -6.16317 0.68373 -1.13499 0.0 0.0 0.0
H -3.12147 1.22847 2.63613 0.3 -0.1 0.1
H -4.65705 1.90075 2.98712 0.0 0.0 0.1
C -0.35987 -0.91290 1.69788 0.8 0.3 -0.9
Ge -1.12660 -1.93530 3.23079 0.0 0.0 -0.2
C -0.52446 -3.71384 2.77758 0.1 -0.3 0.0
C -1.39593 -4.80289 2.76652 0.2 0.0 -0.1
C -0.90651 -6.08930 2.54224 0.0 0.1 0.0
C 0.44971 -6.29334 2.32827 -0.1 0.0 0.0
C 1.33066 -5.21467 2.33791 0.0 0.0 0.0
C 0.84445 -3.93364 2.56300 -0.2 -0.1 0.1
C -3.04209 -1.76427 3.22774 -0.3 0.0 -0.1
C -3.78680 -2.15260 2.10528 -0.1 0.1 0.2
C -5.17661 -2.11283 2.13841 0.1 0.0 0.0
C -5.83183 -1.68995 3.29318 0.0 0.0 0.0
C -5.10107 -1.29612 4.40892 0.0 0.0 0.0
C -3.70856 -1.33171 4.37753 -0.1 0.0 -0.1
C -0.26729 -1.24322 4.80140 0.2 0.1 0.2
C 0.49175 -0.06803 4.77925 -0.1 -0.1 0.1
C 1.11918 0.39064 5.93261 0.0 0.0 -0.1
C 0.99378 -0.32565 7.11561 0.0 0.0 0.0
C 0.24257 -1.49536 7.15147 0.0 0.0 -0.1
C -0.38702 -1.95640 5.99933 0.2 0.2 0.0
H -2.45643 -4.65710 2.94624 0.1 0.0 0.0
H -1.58551 -6.93399 2.55084 0.0 0.1 0.0
H 0.82805 -7.29637 2.17401 0.0 0.0 0.0
H 2.39309 -5.38531 2.19860 -0.1 0.0 0.0
H 1.53901 -3.09620 2.62920 0.0 -0.1 0.1
H -3.28114 -2.51146 1.21198 0.0 0.0 0.0
H -5.75124 -2.44291 1.27866 0.0 0.0 0.1
H -6.91573 -1.69362 3.33109 0.1 0.0 0.0
H -5.61456 -0.98283 5.31162 0.0 0.0 -0.1
H -3.14458 -1.04561 5.26047 0.0 0.0 0.0
H 0.57687 0.50194 3.85578 0.0 0.0 0.0
H 1.70150 1.30571 5.91621 0.0 -0.1 0.0
H 1.48340 0.02948 8.01482 0.0 0.0 -0.1
H 0.14957 -2.05139 8.07698 0.0 0.0 -0.1
H -0.96416 -2.87551 6.03720 0.0 0.0 0.0
```
Positions in Å, forces in eV/Å.

Results
highest occupied orbital energy	-15.22	eV
LUMO	-8.29	eV
total charge	+3
gap between HOMO and LUMO	6.9	eV

Atom charges from the Mulliken analysis, given in e for atoms 1 to 2: Tc -1.610; N -0.202


Energy relative to the best compared isomer or geometry (same formula, charge and spin) across the listed records, respectively: 0.0; 66.9; 27.7 kcal per mole.
Calculated total energy across the listed records, respectively: -141713.786; -162722.877; -118696.691 eV.